This record from OMol25 describes C33H52BrClN7O4PRuS as an isolated structure. The level of theory is wB97M-V/def2-TZVPD.

Cartesian coordinates (Å):
Ru 0.155 -0.093 0.447
Br -3.780 1.231 3.875
Cl 2.899 4.477 1.018
S 0.916 0.443 3.798
P 1.842 -2.933 1.585
O -0.244 -1.490 -3.623
O 2.346 0.699 -0.298
O -0.096 0.614 2.733
O 3.557 0.479 -2.156
N 0.675 -3.805 2.474
N 0.206 -0.331 -1.704
N 1.499 -1.444 1.451
N 2.051 -3.841 0.167
N -0.990 -2.319 -0.231
N -2.100 0.251 0.240
N 3.278 -3.328 2.486
C 4.528 -3.415 1.728
C -3.806 2.273 1.205
C -0.383 -3.070 4.570
C 0.365 2.842 0.481
C -0.994 4.934 3.223
C 0.090 5.755 3.536
C -2.521 0.258 1.528
C 3.363 -2.470 3.653
C 0.848 -5.246 4.471
C 1.274 5.601 2.825
C 3.994 -1.124 3.303
C -0.902 4.001 2.228
C -0.446 -3.094 3.040
C -3.475 2.180 -0.156
C 5.408 -1.302 2.727
C 5.702 -2.779 2.467
C -3.309 1.267 2.026
C -0.376 -1.291 -2.412
C 0.025 1.142 5.264
C -0.315 -4.497 5.116
C 2.362 -5.258 0.082
C 2.512 0.548 -1.526
C -2.630 1.187 -0.582
C -1.359 -2.181 -1.627
C 0.757 -5.163 2.945
C 1.162 0.500 -2.367
C 2.270 -3.096 -1.066
C 2.513 -5.189 -2.431
C 1.713 -3.892 -2.239
C 2.088 1.834 3.600
C 3.233 -5.566 -1.134
C 1.383 4.636 1.853
C 0.296 3.787 1.485
H 6.606 -2.886 1.861
H 3.482 -6.630 -1.128
H 0.017 6.502 4.317
H 3.345 -0.680 2.544
H 2.122 6.240 3.026
H 0.507 -2.521 4.883
H 1.361 0.144 -3.387
H -1.921 5.036 3.771
H -0.192 -4.475 6.202
H 1.837 -5.997 -2.723
H 2.524 1.722 2.610
H 2.849 1.759 4.367
H 1.631 -5.637 2.507
H 2.338 -2.299 3.996
H -2.221 -0.577 2.150
H 0.838 -6.297 4.771
H 1.738 -3.278 -3.137
H 4.752 -4.478 1.539
H -2.347 -1.709 -1.678
H -3.890 2.885 -0.858
H 3.334 -2.894 -1.250
H 0.824 1.547 -2.399
H 4.419 -2.911 0.760
H 5.477 -0.763 1.781
H -4.421 3.073 1.580
H -0.425 -2.076 2.629
H -0.168 -2.908 -0.112
H 6.165 -0.893 3.401
H -1.251 -5.019 4.895
H 4.166 -5.006 -1.049
H 1.429 -5.840 0.006
H 5.872 -3.307 3.409
H 1.258 2.724 -0.108
H -1.749 3.381 1.978
H 3.918 -2.979 4.454
H -1.384 -3.587 2.736
H 1.772 -2.127 -0.957
H -2.353 1.096 -1.627
H 2.888 -5.581 0.987
H -0.547 2.376 0.130
H 4.002 -0.479 4.183
H 1.793 -4.806 4.792
H -0.144 -5.709 2.616
H -1.412 -3.140 -2.169
H -1.752 -2.690 0.324
H 0.666 1.109 6.137
H 1.556 2.778 3.667
H -0.283 2.157 5.041
H 0.668 -4.134 -2.040
H 3.250 -5.070 -3.228
H -0.854 0.528 5.425
H -1.257 -2.547 4.966

Values from the calculation:
- Relative energy (zero: lowest compared OMol25 entry of this formula, charge and spin): 79.4 kcal/mol
- Net charge: -1
- Spin multiplicity: 2



This record from OMol25 describes a 8-piece molecular cluster, C37H83F3N4O5 overall. The level of theory is wB97M-V/def2-TZVPD.

Cartesian coordinates (Å):
F -1.068 -1.964 1.668
F 0.369 -1.764 3.278
F 0.968 -2.687 1.387
O -6.385 0.146 0.812
O -4.463 2.967 -1.080
O 1.829 -0.003 1.523
O -0.271 0.261 0.735
O 2.909 3.592 0.688
N 5.143 -0.417 -1.257
N -0.162 -3.202 -2.468
N 0.295 3.062 -3.131
N -2.302 -3.949 5.536
C -4.844 1.428 2.072
C 6.457 0.688 0.534
C 2.854 0.377 -1.730
C 0.578 -2.776 -3.651
C 3.772 -0.850 -1.554
C 0.965 2.692 -5.565
C -1.296 2.375 0.334
C -1.986 2.543 -3.954
C -4.330 4.961 -2.348
C -3.714 4.908 0.139
C 3.595 2.627 2.710
C -2.425 -2.609 4.982
C 0.662 -4.077 -1.643
C 2.648 3.423 1.862
C -0.116 -4.930 -0.635
C -1.419 -1.022 -2.425
C 1.410 4.010 2.481
C -0.044 1.533 0.123
C -1.087 -4.667 5.126
C 6.151 -1.742 -3.098
C -1.131 -5.030 3.639
C 0.846 2.142 -4.121
C -5.225 0.381 1.046
C -0.549 -2.033 -1.669
C -0.984 3.620 -3.517
C -4.225 4.146 -1.067
C -3.077 -5.346 7.411
C -2.437 -4.027 6.996
C 5.253 -0.178 0.190
C 0.706 -0.368 1.381
C 0.947 -3.933 -4.589
C 0.225 -1.725 1.946
C -4.100 -0.341 0.357
C 0.806 5.010 -1.647
C -3.845 -2.085 5.155
C 1.290 4.075 -2.738
C 6.129 -1.442 -1.612
H -1.765 2.014 -4.880
H -0.959 4.338 -4.352
H -1.725 -1.913 5.473
H -1.169 3.339 -0.158
H 1.742 -4.594 -4.265
H -0.212 -4.047 5.378
H 1.480 -2.177 -3.435
H 0.363 -1.487 -1.368
H -2.267 -1.488 -2.925
H 3.437 1.096 -2.313
H -0.893 -5.499 -1.153
H 1.638 4.851 3.139
H 6.485 1.540 -0.146
H -2.179 -2.648 3.925
H -4.023 -5.505 6.901
H -1.993 -5.688 3.503
H 4.570 2.547 2.233
H -1.416 4.094 -2.639
H 2.667 0.884 -0.787
H -4.003 -1.120 4.666
H -2.990 2.965 -3.995
H -0.003 2.886 -6.026
H 1.474 3.655 -5.519
H -4.958 4.433 -3.062
H 5.265 -1.095 0.798
H -1.006 -5.586 5.700
H 3.390 -1.453 -0.717
H 0.048 -4.477 -4.883
H -2.136 1.849 -0.127
H -1.054 -2.337 -0.755
H -1.605 2.563 1.364
H 6.365 1.092 1.546
H -2.656 5.134 -0.019
H 2.198 3.554 -2.439
H -2.054 1.756 -3.195
H 0.764 3.328 3.030
H 0.685 4.616 -0.636
H -3.242 -5.358 8.493
H 0.552 -5.694 -0.239
H -3.789 0.118 -0.584
H -0.862 -0.425 -3.147
H -0.610 -4.319 0.120
H -4.306 0.957 2.896
H 0.783 2.058 0.601
H -2.426 -6.205 7.237
H -0.257 -5.620 3.358
H 1.244 -3.458 -5.532
H 7.130 -1.076 -1.383
H -1.745 -0.327 -1.646
H -4.814 5.933 -2.218
H 5.949 -2.364 -1.038
H 1.518 1.948 -6.136
H 4.366 0.361 0.534
H 1.993 0.108 -2.339
H 1.093 -4.847 -2.284
H -4.276 2.208 1.567
H 3.718 -1.477 -2.443
H 1.826 1.733 -3.883
H -4.215 5.868 0.246
H 1.520 4.691 -3.620
H 1.563 5.786 -1.481
H -1.470 -3.870 7.494
H 3.671 3.100 3.691
H -0.097 5.570 -1.896
H 0.206 1.253 -4.112
H -3.183 -0.278 0.952
H 0.879 4.419 1.616
H -1.260 -4.177 2.981
H -4.577 -2.780 4.743
H 3.282 1.582 2.788
H 6.005 -0.815 -3.662
H -3.086 -3.221 7.338
H 7.097 -2.182 -3.417
H -5.773 1.832 2.471
H -0.061 -2.098 -4.219
H 5.371 -2.405 -3.483
H 1.479 -3.560 -1.117
H 7.404 0.150 0.514
H -3.781 4.316 1.050
H -4.378 -1.381 0.198
H -4.085 -1.890 6.200
H -3.335 5.165 -2.741
H 0.148 1.445 -0.945

Values from the calculation:
- SMILES: CCOC(=O)C(F)(F)F.CCN(CC)CC.CCN(CC)CC.CCN(CC)CC.CCN(CC)CC.CC(C)=O.CC(C)=O.CC(C)=O
- Relative energy (zero: lowest compared OMol25 entry of this formula, charge and spin): 0.0 kcal/mol
- Net charge: 0
- Spin multiplicity: 1



This record from OMol25 describes a 2-piece molecular cluster, C22H21N3O2S overall. The level of theory is wB97M-V/def2-TZVPD.

Cartesian coordinates (Å):
S 1.047 0.879 7.444
O 4.633 3.009 1.035
O -4.952 2.307 2.818
N -2.230 -2.047 0.883
N 3.085 -1.957 2.768
N -0.351 0.123 5.124
C -4.473 -0.900 1.032
C 0.264 0.447 6.095
C -4.382 1.192 2.290
C -0.988 -0.568 2.074
C -2.369 -0.092 2.034
C -2.576 -3.199 0.076
C 3.794 -3.206 2.941
C 2.914 1.504 1.894
C 4.251 1.796 1.510
C 5.278 0.811 1.593
C 2.636 0.234 2.364
C 3.647 4.055 0.916
C 0.089 0.095 2.667
C -3.111 -1.043 1.286
C 1.387 -0.462 2.681
C 1.732 -1.805 2.910
C -0.973 -1.781 1.343
C -2.990 1.023 2.531
C 3.670 -0.739 2.423
C 4.984 -0.469 2.048
C -6.372 2.518 2.628
C -5.117 0.229 1.540
H -6.182 0.383 1.361
H 3.368 -3.967 2.278
H 3.699 -3.561 3.975
H -6.962 1.708 3.080
H 4.230 4.906 0.561
H -2.005 -3.190 -0.861
H 6.279 1.088 1.274
H -3.643 -3.164 -0.145
H 5.743 -1.247 2.096
H 1.090 -2.631 3.199
H 3.182 4.286 1.884
H -6.625 2.610 1.562
H -2.428 1.735 3.128
H -6.563 3.459 3.144
H 4.848 -3.049 2.702
H -2.337 -4.126 0.612
H -5.014 -1.638 0.446
H -0.074 1.113 3.000
H 2.870 3.794 0.185
H -0.141 -2.451 1.146
H 2.118 2.246 1.828

Values from the calculation:
- Relative energy (zero: lowest compared OMol25 entry of this formula, charge and spin): 77.9 kcal/mol
- Net charge: 0
- Spin multiplicity: 1



This record from OMol25 describes the molecule C7H15NO4. The level of theory is wB97M-V/def2-TZVPD.

Cartesian coordinates (Å):
O 0.354 0.758 2.407
O -1.373 0.847 -1.535
O 0.724 2.010 -1.065
O 3.047 -1.069 -0.520
N -0.589 -1.502 0.253
C -2.939 -1.159 -0.250
C 0.734 -0.980 0.389
C -1.641 -0.607 0.497
C 0.173 1.530 0.119
C -1.170 0.838 -0.049
C 0.970 0.433 1.008
C 1.576 -0.938 -0.951
H -2.075 1.471 0.536
H -1.811 -0.254 1.627
H 2.025 0.588 0.851
H 0.287 1.423 -1.928
H 1.111 0.689 3.132
H 1.619 0.154 -1.432
H 1.271 -1.699 -1.582
H -0.794 -2.418 0.464
H -3.682 -0.431 0.055
H -2.832 -1.099 -1.433
H 1.287 -1.539 1.093
H 0.106 2.439 0.665
H -1.227 -0.137 -1.726
H -3.165 -2.180 0.297
H 3.766 -1.566 -1.263

Values from the calculation:
- SMILES: C[C@H]1N[C@@H](CO)[C@H](O)[C@@H](O)[C@H]1O
- Relative energy (zero: lowest compared OMol25 entry of this formula, charge and spin): 113.6 kcal/mol
- Net charge: 0
- Spin multiplicity: 1



This record from OMol25 describes a 12-piece molecular cluster, C44H89N2O24PS8 overall. The level of theory is wB97M-V/def2-TZVPD.

Cartesian coordinates (Å):
S 23.834 -8.409 4.586
S 18.743 -15.769 8.081
S 25.319 -5.681 12.767
S 27.717 -14.035 10.776
S 20.729 -6.739 13.048
S 18.362 -5.099 9.280
S 26.300 -14.015 6.094
S 17.634 -9.729 7.422
P 21.282 -13.658 14.471
O 21.083 -5.447 12.501
O 24.162 -5.226 11.973
O 24.609 -11.934 10.252
O 21.341 -14.478 13.274
O 27.164 -14.666 7.063
O 23.974 -7.405 9.353
O 21.701 -12.287 9.707
O 18.898 -9.238 6.886
O 21.175 -7.745 9.789
O 21.776 -7.599 13.543
O 28.766 -15.024 10.431
O 19.768 -13.116 14.805
O 21.569 -14.457 15.862
O 26.295 -14.404 10.772
O 26.007 -4.752 13.663
O 16.433 -9.641 6.607
O 19.149 -16.848 7.247
O 19.646 -4.996 9.939
O 25.172 -7.849 4.857
O 23.728 -9.552 3.689
O 22.251 -12.391 14.631
O 25.977 -14.765 4.848
O 17.181 -5.555 10.029
O 17.965 -14.693 7.476
N 22.372 -5.386 9.977
N 23.610 -14.449 11.182
C 22.823 -8.668 6.081
C 19.384 -7.608 12.088
C 18.989 -5.143 6.690
C 22.469 -11.391 13.605
C 18.486 -7.290 14.382
C 17.931 -3.556 8.462
C 18.084 -7.449 12.930
C 21.281 -13.914 17.208
C 21.479 -7.954 5.851
C 26.581 -6.428 11.704
C 22.273 -11.135 9.872
C 23.543 -8.534 9.572
C 23.762 -10.957 9.937
C 20.714 -15.148 17.979
C 17.895 -16.410 9.566
C 16.613 -10.251 9.850
C 19.062 -11.852 12.729
C 27.945 -12.576 9.666
C 19.641 -6.324 14.482
C 21.969 -8.713 9.730
C 22.707 -7.104 3.936
C 24.051 -11.138 13.569
C 24.878 -7.252 13.603
C 26.876 -12.433 5.758
C 24.384 -9.727 9.769
C 28.919 -11.587 10.403
C 19.252 -11.878 14.259
C 28.100 -13.113 12.335
C 26.246 -8.002 13.700
C 24.741 -13.517 6.921
C 17.304 -9.088 9.123
C 26.950 -7.823 12.362
C 21.433 -10.094 9.800
C 19.924 -15.338 10.512
C 28.456 -11.629 11.882
C 17.247 -11.558 9.314
C 18.669 -3.638 7.092
C 17.761 -11.480 7.877
C 20.136 -15.041 9.004
C 21.848 -6.658 5.082
C 18.421 -15.639 10.738
C 18.589 -6.154 7.844
C 24.611 -12.030 6.616
C 26.020 -11.479 6.615
H 23.467 -14.631 12.166
H 19.655 -3.177 7.148
H 29.891 -12.062 10.268
H 26.189 -9.080 13.852
H 18.301 -17.415 9.679
H 23.299 -8.083 6.868
H 16.702 -10.220 10.936
H 21.206 -16.092 17.748
H 25.408 -9.605 10.089
H 18.110 -12.280 12.412
H 27.367 -5.683 11.577
H 16.815 -16.453 9.432
H 22.734 -6.295 9.727
H 23.874 -14.087 6.588
H 21.372 -5.334 9.841
H 20.380 -10.280 9.651
H 20.192 -6.449 15.414
H 17.738 -6.883 15.061
H 24.294 -7.102 14.511
H 27.605 -10.953 11.803
H 21.131 -5.927 4.709
H 26.864 -7.594 14.499
H 22.425 -6.136 5.846
H 20.563 -16.163 10.826
H 22.942 -4.680 9.535
H 20.078 -5.140 6.638
H 19.779 -10.961 14.521
H 18.222 -2.739 9.122
H 18.339 -11.896 14.854
H 19.651 -15.309 17.800
H 20.738 -14.941 19.049
H 20.012 -13.972 8.836
H 26.672 -12.348 4.691
H 18.320 -8.953 9.494
H 24.280 -7.777 12.858
H 21.969 -7.637 3.336
H 19.206 -5.362 14.211
H 19.178 -10.812 12.428
H 17.585 -6.490 7.587
H 23.701 -15.273 10.605
H 20.815 -8.562 5.236
H 16.892 -8.080 9.151
H 24.958 -13.653 7.981
H 17.213 -12.137 7.202
H 26.065 -10.479 6.183
H 27.004 -12.038 9.544
H 26.638 -8.610 11.676
H 28.289 -12.965 8.707
H 21.061 -15.358 8.522
H 22.089 -11.748 12.648
H 28.927 -10.547 10.077
H 19.686 -8.655 12.083
H 20.869 -7.722 6.724
H 24.192 -10.383 12.796
H 20.612 -13.056 17.282
H 24.742 -11.943 13.320
H 27.966 -12.404 5.767
H 29.099 -11.261 12.682
H 24.510 -14.036 10.984
H 26.178 -6.525 10.696
H 27.996 -7.939 12.646
H 16.469 -12.321 9.339
H 28.972 -13.611 12.759
H 23.332 -6.431 3.351
H 22.044 -10.399 13.756
H 15.547 -10.052 9.732
H 19.375 -7.298 11.043
H 20.187 -14.548 11.216
H 22.280 -13.726 17.602
H 17.439 -6.639 12.588
H 16.853 -3.698 8.385
H 27.244 -13.214 13.003
H 17.967 -14.648 10.760
H 18.812 -11.706 7.699
H 17.897 -11.898 10.121
H 17.467 -8.347 12.894
H 23.987 -11.482 7.322
H 18.600 -8.303 14.766
H 22.953 -13.764 10.836
H 18.640 -5.432 5.698
H 26.344 -11.529 7.654
H 19.887 -12.424 12.304
H 24.129 -11.977 5.641
H 18.245 -16.226 11.639
H 18.022 -3.101 6.399
H 19.253 -6.990 8.061
H 22.876 -9.689 6.461
H 22.536 -5.183 10.953
H 24.384 -10.746 14.530

Values from the calculation:
- Relative energy (zero: lowest compared OMol25 entry of this formula, charge and spin): 81.6 kcal/mol
- Net charge: 0
- Spin multiplicity: 1



This record from OMol25 describes the molecule C2H4NP. The level of theory is wB97M-V/def2-TZVPD.

Cartesian coordinates (Å):
P -0.965 0.499 0.416
N -0.526 1.334 -1.062
C 0.599 -0.285 0.940
C -0.875 0.209 -1.343
H 0.721 -0.825 0.026
H 0.672 -0.693 1.950
H -1.098 -0.640 -1.932
H 1.472 0.401 1.004

Values from the calculation:
- Relative energy (zero: lowest compared OMol25 entry of this formula, charge and spin): 72.4 kcal/mol
- Net charge: 0
- Spin multiplicity: 3



This record from OMol25 describes C3H3CuFO3 as an isolated structure. The level of theory is wB97M-V/def2-TZVPD.

Cartesian coordinates (Å):
Cu 0.579 1.118 -2.325
F 1.657 -0.897 -1.894
O 0.791 0.398 -0.224
O -0.963 -1.134 -0.719
O -1.490 1.045 -1.008
C -0.991 0.176 -0.273
C 1.309 -0.810 -0.449
C 0.187 -1.815 -0.240
H 0.315 -2.741 -0.809
H 0.090 -2.030 0.835
H 2.254 -1.028 0.065

Values from the calculation:
- Relative energy (zero: lowest compared OMol25 entry of this formula, charge and spin): 1.1 kcal/mol
- Net charge: 0
- Spin multiplicity: 2